<one>
Density functional theory data (ωB97M-V/def2-TZVPD) for one molecule with the formula C5H3N3.

Bonds (Å) are listed after each position.
Cartesian coordinates (Å):
1 C -1.856 -0.304 -0.020  C2 1.346, H6 1.101, N11 1.480
2 C -1.275 0.910 0.026  C1 1.346, C3 1.469, H7 1.089
3 C 0.165 0.620 0.013  C2 1.469, C5 1.496, N9 1.283
4 C 2.182 -0.134 -0.011  H8 1.076, N9 1.497, N10 1.270
5 C 0.214 -0.875 0.036  C3 1.496, N10 1.413, N11 1.276
6 H -2.932 -0.539 -0.031  C1 1.101
7 H -1.748 1.889 0.088  C2 1.089
8 H 3.246 0.023 -0.056  C4 1.076
9 N 1.349 1.110 -0.042  C3 1.283, C4 1.497
10 N 1.577 -1.249 0.038  C4 1.270, C5 1.413
11 N -0.921 -1.451 -0.042  C1 1.480, C5 1.276

Output
* Kohn-Sham gap: 0.2832 Eh
* SMILES string: C1=CC2=NC=NC2=N1
* molar mass: 105.100 g mol⁻¹

<two>
Density functional theory data (ωB97M-V/def2-TZVPD) for one molecule with the formula C5H3N3.

Bonds (Å) are listed after each position.
Cartesian coordinates (Å):
1 C -1.439 -2.911 2.758  C2 1.380, N6 1.162
2 C -0.921 -1.818 2.094  C1 1.380, N8 1.305
3 C 0.312 0.279 -0.458  C4 1.267, C5 1.318
4 C 0.511 0.148 0.786  C3 1.267, N7 1.238
5 C 0.010 0.576 -1.706  C3 1.318, H9 1.071, H10 1.011
6 N -2.172 -3.698 3.199  C1 1.162
7 N 0.534 0.039 2.019  C4 1.238, N8 1.364
8 N -0.024 -1.042 2.637  C2 1.305, N7 1.364, H11 1.105
9 H 0.516 1.453 -2.053  C5 1.071
10 H -0.547 0.010 -2.331  C5 1.011
11 H 0.355 -1.233 3.657  N8 1.105

Output
* Kohn-Sham gap: 0.2903 Eh
* molar mass: 105.100 g mol⁻¹

Most stable to least stable: <one>, <two>

<one>
Density functional theory data (ωB97M-V/def2-TZVPD) for a 8-piece molecular cluster, C8H32O8 overall.

Bonds (Å) are listed after each position.
Cartesian coordinates (Å):
1 C 12.764 21.465 -26.498  O2 1.441, H3 1.090, H4 1.090, H5 1.090
2 O 12.938 21.639 -25.079  C1 1.441, H6 0.960
3 H 11.922 22.043 -26.879  C1 1.090
4 H 13.604 21.683 -27.158  C1 1.090
5 H 12.701 20.380 -26.585  C1 1.090
6 H 12.751 20.810 -24.634  O2 0.960
7 C 10.792 18.677 -19.177  O8 1.413, H9 1.090, H10 1.090, H11 1.090
8 O 10.764 18.166 -20.494  C7 1.413, H12 0.960
9 H 10.041 18.080 -18.659  C7 1.090
10 H 11.731 18.597 -18.631  C7 1.090
11 H 10.523 19.726 -19.307  C7 1.090
12 H 10.051 17.565 -20.725  O8 0.960
13 C 9.415 15.977 -28.344  O14 1.438, H15 1.090, H16 1.090, H17 1.090
14 O 8.592 16.959 -28.997  C13 1.438, H18 0.960
15 H 9.459 16.012 -27.256  C13 1.090
16 H 8.980 14.992 -28.510  C13 1.090
17 H 10.403 15.997 -28.806  C13 1.090
18 H 9.109 17.766 -29.058  O14 0.960
19 C 7.686 17.307 -11.705  O20 1.381, H21 1.090, H22 1.090, H23 1.090
20 O 7.596 16.055 -11.127  C19 1.381, H24 0.960
21 H 7.763 17.175 -12.784  C19 1.090
22 H 6.925 18.034 -11.423  C19 1.090
23 H 8.704 17.633 -11.490  C19 1.090
24 H 8.419 15.599 -11.319  O20 0.960
25 C 5.226 24.068 -17.392  O26 1.448, H27 1.090, H28 1.090, H29 1.090
26 O 4.020 24.832 -17.637  C25 1.448, H30 0.960
27 H 4.936 23.226 -16.764  C25 1.090
28 H 5.750 23.815 -18.314  C25 1.090
29 H 5.828 24.699 -16.738  C25 1.090
30 H 3.727 24.539 -18.503  O26 0.960
31 C 13.698 24.912 -16.705  O32 1.440, H33 1.090, H34 1.090, H35 1.090
32 O 12.443 24.470 -16.155  C31 1.440, H36 0.960
33 H 14.549 24.279 -16.452  C31 1.090
34 H 13.611 25.036 -17.784  C31 1.090
35 H 13.903 25.906 -16.308  C31 1.090
36 H 12.487 24.426 -15.197  O32 0.960
37 C 13.767 14.123 -12.307  O38 1.386, H39 1.090, H40 1.090, H41 1.090
38 O 12.766 13.320 -11.782  C37 1.386, H42 0.960
39 H 14.227 14.725 -11.523  C37 1.090
40 H 14.481 13.415 -12.728  C37 1.090
41 H 13.494 14.872 -13.050  C37 1.090
42 H 13.008 12.697 -11.094  O38 0.960
43 C 5.717 13.188 -22.588  O44 1.433, H45 1.090, H46 1.090, H47 1.090
44 O 6.349 13.777 -21.445  C43 1.433, H48 0.960
45 H 6.404 13.169 -23.435  C43 1.090
46 H 5.309 12.177 -22.570  C43 1.090
47 H 4.775 13.703 -22.773  C43 1.090
48 H 6.079 13.280 -20.669  O44 0.960

Output
* Kohn-Sham gap: 0.3863 Eh
* SMILES string: CO.CO.CO.CO.CO.CO.CO.CO
* molar mass: 256.336 g mol⁻¹

<two>
Density functional theory data (ωB97M-V/def2-TZVPD) for a 8-piece molecular cluster, C8H32O8 overall.

Bonds (Å) are listed after each position.
Cartesian coordinates (Å):
1 C 0.238 -1.762 -3.947  O2 1.434, H3 1.093, H4 1.085, H5 1.095
2 O 0.441 -1.716 -2.528  C1 1.434, H6 0.962
3 H -0.826 -1.731 -4.198  C1 1.093
4 H 0.748 -0.912 -4.387  C1 1.085
5 H 0.648 -2.678 -4.384  C1 1.095
6 H -0.167 -2.355 -2.145  O2 0.962
7 C -3.443 -0.210 -1.878  O8 1.422, H9 1.094, H10 1.087, H11 1.093
8 O -4.407 -0.679 -2.813  C7 1.422, H12 0.961
9 H -2.897 -1.033 -1.408  C7 1.094
10 H -2.742 0.398 -2.444  C7 1.087
11 H -3.916 0.409 -1.110  C7 1.093
12 H -5.086 -1.168 -2.341  O8 0.961
13 C -0.262 -0.218 0.104  O14 1.429, H15 1.089, H16 1.090, H17 1.091
14 O -0.154 0.763 1.137  C13 1.429, H18 0.969
15 H -1.053 -0.910 0.389  C13 1.089
16 H -0.552 0.221 -0.851  C13 1.090
17 H 0.676 -0.765 0.001  C13 1.091
18 H 0.192 1.588 0.764  O14 0.969
19 C 1.963 -0.713 3.276  O20 1.408, H21 1.091, H22 1.094, H23 1.101
20 O 0.843 0.074 3.610  C19 1.408, H24 0.970
21 H 2.390 -1.103 4.202  C19 1.091
22 H 1.700 -1.544 2.615  C19 1.094
23 H 2.764 -0.122 2.806  C19 1.101
24 H 0.404 0.318 2.781  O20 0.970
25 C -2.053 3.240 0.572  O26 1.423, H27 1.091, H28 1.090, H29 1.095
26 O -2.963 4.316 0.374  C25 1.423, H30 0.961
27 H -2.549 2.316 0.871  C25 1.091
28 H -1.544 3.070 -0.377  C25 1.090
29 H -1.286 3.479 1.316  C25 1.095
30 H -3.512 4.398 1.159  O26 0.961
31 C 3.366 0.123 -1.463  O32 1.413, H33 1.099, H34 1.087, H35 1.095
32 O 3.129 -0.830 -2.480  C31 1.413, H36 0.966
33 H 3.299 -0.324 -0.461  C31 1.099
34 H 4.378 0.495 -1.600  C31 1.087
35 H 2.661 0.960 -1.514  C31 1.095
36 H 2.227 -1.156 -2.366  O32 0.966
37 C 2.661 2.869 1.111  O38 1.431, H39 1.090, H40 1.095, H41 1.085
38 O 1.430 2.893 0.382  C37 1.431, H42 0.960
39 H 3.499 3.193 0.494  C37 1.090
40 H 2.615 3.526 1.987  C37 1.095
41 H 2.788 1.852 1.466  C37 1.085
42 H 1.272 3.778 0.044  O38 0.960
43 C -1.138 -3.376 2.321  O44 1.419, H45 1.088, H46 1.094, H47 1.090
44 O -0.970 -4.465 1.426  C43 1.419, H48 0.960
45 H -1.490 -2.522 1.745  C43 1.088
46 H -1.923 -3.586 3.052  C43 1.094
47 H -0.202 -3.117 2.816  C43 1.090
48 H -1.195 -5.284 1.873  O44 0.960

Output
* Kohn-Sham gap: 0.3743 Eh
* SMILES string: CO.CO.CO.CO.CO.CO.CO.CO
* molar mass: 256.336 g mol⁻¹

Most stable to least stable: <two>, <one>